Record 1
44
Properties=species:S:1:pos:R:3:forces:R:3 method="wB97M-V/def2-TZVPD" max_force_ev_per_a=8.4 s_squared=6.018 total_charge=-2 e_above_lowest_kj_mol=350.6 homo_lumo_gap_ev="2.28 / 2.22" homo_energy_ev="1.47 / 1.49" multiplicity=5 lumo_energy_ev="3.7 / 3.7"
Fe 0.3826 0.6532 -1.0361 1.19 1.65 -2.62
O 0.7015 2.6003 -1.6758 -1.22 0.73 0.25
H -0.0639 3.2039 -1.7419 0.25 -0.20 -0.02
P 2.9597 0.2885 -0.6835 1.70 -1.09 -8.17
O 2.0603 0.2463 -1.9625 -3.80 -1.05 -2.36
O 1.7274 0.3117 0.2895 1.07 -0.97 4.64
O 3.6212 1.5930 -1.0653 1.93 0.76 3.46
O 3.7290 -1.0197 -1.0730 0.58 0.21 3.82
C 2.0361 0.3664 3.5787 2.50 0.03 -0.83
C 2.6211 1.8021 3.1738 -2.34 -2.10 -0.43
O 1.8458 2.0786 2.0583 -0.45 3.69 1.20
O 2.7265 -0.6974 2.8337 -0.28 0.73 2.29
H 0.9995 0.2360 3.2681 -0.17 0.87 0.33
H 2.1276 0.3092 4.6634 0.22 -1.00 0.18
H 3.6896 1.9217 2.9946 0.28 -0.80 -0.05
H 2.3880 2.4928 3.9841 -0.35 0.36 0.11
H 1.8850 1.4429 1.3400 0.44 -1.36 -1.30
H 2.4437 -0.5303 1.9317 -0.15 0.06 -1.14
C -2.4826 0.7943 -2.5402 0.45 0.35 -0.56
C -3.3389 -0.4547 -2.9295 1.49 0.44 -0.03
O -3.1760 -1.6337 -2.0984 -0.10 0.82 0.13
O -1.0482 0.6792 -2.7474 -2.37 -0.86 0.10
H -2.7473 1.2696 -1.5958 0.54 -0.71 0.61
H -2.7136 1.6219 -3.2109 -0.96 -0.22 -0.48
H -2.9110 -0.7317 -3.8930 -0.49 -0.05 -0.36
H -4.3814 -0.1439 -2.9969 -0.07 -0.13 -0.04
H -4.0135 -2.0953 -2.0137 0.01 0.14 -0.02
H -0.9339 1.0052 -3.6431 0.92 0.11 0.12
C -0.1065 -2.3211 -0.7159 0.95 0.40 2.60
C -0.5351 -2.9920 0.6311 0.81 0.44 -1.87
O 0.3037 -4.0825 0.7989 -0.06 -2.45 0.27
O -0.7627 -1.0964 -0.7842 -0.99 0.30 -0.06
H -0.2029 -2.8846 -1.6440 -0.07 -0.38 0.29
H 0.9268 -2.0634 -0.4839 0.44 0.01 -0.92
H -1.5806 -3.2650 0.4874 -0.13 -0.52 0.71
H -0.3307 -2.3862 1.5139 -0.72 0.96 -0.39
H 1.2189 -3.8110 0.6978 0.11 0.33 -0.06
H -1.6734 -1.2840 -1.0227 -0.31 0.24 -0.21
C -1.3915 1.2174 1.4192 0.77 -1.33 1.76
O -0.9725 1.7072 0.1970 -1.87 0.59 0.10
H -2.3515 1.5323 1.8282 -0.35 0.51 -0.40
H -1.4081 0.1279 1.3916 -0.21 -0.11 -0.46
H -0.6223 1.3877 2.1725 0.06 0.41 0.19
H -0.6458 2.6035 0.3042 0.72 0.17 -0.40

Record 2
42
Properties=species:S:1:pos:R:3:forces:R:3 method="wB97M-V/def2-TZVPD" max_force_ev_per_a=1.5 total_charge=+2 e_above_lowest_kj_mol=0.0 homo_lumo_gap_ev=8.16 homo_energy_ev=-15.64 lumo_energy_ev=-7.5
Sn 0.0086 -0.4192 0.0535 -0.40 0.27 -0.66
C -1.2984 3.3398 -0.7617 -0.01 -0.24 0.75
C 0.0240 2.9704 -0.0840 0.07 0.83 -0.54
C 0.0228 2.6311 1.3762 -0.76 0.75 0.43
O -0.9988 1.6863 1.5862 0.53 -1.28 0.42
C -2.3009 2.1503 1.9470 -0.65 0.02 -0.73
N 0.5878 1.7497 -0.7507 -0.04 0.68 0.50
H -2.0989 2.6588 -0.4750 0.03 -0.17 -0.46
H -1.1350 3.3617 -1.8371 -0.24 -0.03 -0.07
H -1.6299 4.3301 -0.4490 0.16 0.05 -0.05
H 0.6234 3.8773 -0.2272 0.67 -0.51 -0.15
H -0.1122 3.4822 2.0477 0.01 0.14 -0.22
H 0.9947 2.1939 1.6284 -0.07 -0.15 0.20
H -2.4367 3.2114 1.7430 0.32 0.13 0.22
H -2.5825 1.9233 2.9727 0.38 -0.03 0.10
H -2.9913 1.6450 1.2721 -0.13 -0.12 0.23
H 0.5204 1.8731 -1.7563 0.07 -0.56 -0.14
H 1.5770 1.6934 -0.5161 0.25 0.21 -0.32
C -2.8723 -1.1486 2.6714 0.24 -1.10 -0.32
O -2.2106 -0.9152 1.6432 0.20 0.37 -0.19
N -2.4000 -0.9024 3.9193 -0.26 0.12 -0.09
N -4.0794 -1.7820 2.6275 0.85 0.72 0.58
H -2.9147 -1.2003 4.7291 0.02 0.14 0.07
H -1.5545 -0.3860 4.0728 0.06 -0.02 -0.20
H -4.3772 -2.1422 3.5172 -0.62 -0.26 -0.30
H -4.3923 -2.1921 1.7672 -0.02 -0.07 0.01
C 1.4234 -0.4998 -3.4588 0.49 0.87 -0.46
O 0.5823 -0.1879 -2.5779 -0.20 -0.53 0.92
N 2.5751 -1.1423 -3.1809 -0.82 0.16 0.20
N 1.2381 -0.0179 -4.7047 -0.14 -0.40 0.53
H 2.6285 -1.4638 -2.2234 0.29 -0.31 -0.07
H 3.1469 -1.5249 -3.9118 0.11 -0.05 0.07
H 0.3604 0.4490 -4.8469 0.07 0.03 -0.39
H 1.9083 -0.1392 -5.4416 -0.11 0.03 -0.14
C 2.7758 -3.2295 -0.3427 0.36 0.12 -0.38
O 2.1842 -2.1284 -0.4783 -0.25 0.07 0.22
N 4.0362 -3.2965 0.1505 -0.20 -0.04 0.36
N 2.2448 -4.3766 -0.8098 0.14 0.81 0.52
H 4.3692 -4.1486 0.5727 0.08 -0.07 -0.19
H 4.4510 -2.4553 0.5142 -0.16 0.08 0.01
H 2.7564 -5.2367 -0.7297 -0.27 -0.20 -0.25
H 1.3462 -4.2913 -1.2482 -0.04 -0.46 -0.03

Record 3
42
Properties=species:S:1:pos:R:3:forces:R:3 method="wB97M-V/def2-TZVPD" max_force_ev_per_a=18.5 total_charge=+3 homo_lumo_gap_ev=8.02 homo_energy_ev=-18.69 lumo_energy_ev=-10.7
Tl -0.8376 -0.0835 0.2142 -5.85 17.24 -3.52
C -0.0778 3.7862 -1.8133 -0.25 0.43 1.59
C 0.1212 2.5518 -0.9328 -0.33 0.96 0.87
C -0.2116 2.7250 0.5854 0.05 3.33 -0.92
O -0.1118 1.5413 1.3003 -2.36 6.26 -1.32
C 0.1018 1.7200 2.6682 -0.18 0.30 2.19
N -0.5529 1.3771 -1.5264 5.19 12.37 1.28
H 0.6028 4.5823 -1.5116 0.38 -0.10 -0.62
H -1.0432 4.2365 -1.5824 -0.35 -0.19 -0.18
H -0.0734 3.5198 -2.8703 0.43 0.27 0.03
H 1.1644 2.2466 -0.8508 0.38 0.04 -0.57
H -1.1324 3.2548 0.8293 -0.55 -0.19 -0.42
H 0.5326 3.4016 1.0053 0.32 0.16 -0.27
H -0.5730 2.4208 3.1596 -0.35 0.03 -0.42
H 1.1054 2.1152 2.8257 0.18 -0.34 -0.01
H -0.0511 0.7177 3.0684 0.13 1.07 0.90
H -1.4954 1.5335 -1.8538 -0.30 1.93 0.88
H -0.0883 1.4470 -2.4205 0.34 -0.29 -0.04
C -0.4448 -2.8935 0.5383 -0.53 -5.17 0.83
O -0.6621 -1.7091 0.5957 -1.09 -15.36 2.86
N 0.1638 -3.4442 -0.4531 1.34 -0.85 -2.16
N -0.8116 -3.7263 1.4975 -0.79 -0.92 0.85
H 0.5789 -2.8962 -1.1930 -0.13 -0.35 -0.08
H 0.1837 -4.4537 -0.4802 0.39 0.05 -0.50
H -1.2155 -3.4019 2.3646 -0.34 -0.55 -0.64
H -0.4832 -4.6813 1.5022 -0.25 -0.06 -0.03
C 0.9447 -1.0884 2.1647 3.51 -1.80 1.04
O 0.4882 -0.1940 1.4819 8.49 -3.20 5.05
N 2.2092 -1.3629 2.2445 2.78 0.56 -1.08
N 0.2958 -1.9325 2.8593 -4.05 -1.10 3.13
H 2.4507 -2.1968 2.7606 1.02 0.49 -0.23
H 2.8258 -0.8591 1.6231 0.57 -0.35 0.45
H -0.7093 -1.8339 2.8667 0.39 0.01 0.74
H 0.7260 -2.7329 3.3001 -0.28 0.37 0.30
C -0.8139 -0.3902 -2.5461 1.92 -3.24 -2.62
O -1.4513 -0.1383 -1.5271 -9.22 -10.41 -6.45
N -1.2992 -0.5557 -3.7342 -1.93 0.33 -0.82
N 0.5313 -0.4452 -2.6067 1.26 -1.50 1.40
H -0.6259 -0.6755 -4.4775 -0.84 0.04 -0.53
H -2.2937 -0.4399 -3.8666 -0.03 -0.26 -0.60
H 0.9944 -0.6844 -3.4718 0.34 -0.11 0.38
H 1.0382 -0.3578 -1.7375 0.58 0.07 -0.73

Record 4
35
Properties=species:S:1:pos:R:3:forces:R:3 method="wB97M-V/def2-TZVPD" smiles="CCC/C(=C/N)CC.O.O.O.O" max_force_ev_per_a=2.4 total_charge=0 e_above_lowest_kj_mol=177.5 homo_lumo_gap_ev=8.65 homo_energy_ev=-8.32 lumo_energy_ev=0.3
C -0.7559 1.9868 2.6868 -0.46 0.00 1.12
C -0.4915 1.2484 1.3996 -1.82 0.10 -1.60
C 0.9439 0.8088 1.0923 -0.19 1.11 0.65
C 1.2742 0.6226 -0.3714 -0.16 0.21 -0.43
C 0.6035 -0.2417 -1.1341 0.48 0.30 0.67
N 0.8492 -0.5724 -2.4636 -0.54 -0.54 -1.39
C 2.2401 1.6532 -0.9109 0.76 0.20 0.53
C 3.6887 1.5188 -0.4118 0.05 0.66 0.70
H 0.0145 2.7505 2.7987 -0.12 -0.06 0.74
H -1.7445 2.4126 2.9098 -0.07 0.79 -1.67
H -0.9533 1.3417 3.5556 1.75 -0.52 0.08
H -0.7247 1.8688 0.5150 0.00 0.46 0.47
H -1.3080 0.5253 1.2793 0.61 -0.76 0.06
H 1.5023 1.7226 1.3359 0.20 -0.27 0.46
H 1.2966 0.0401 1.7834 0.05 -0.23 -0.30
H -0.2822 -0.6665 -0.6672 0.57 -0.38 -0.05
H 1.0834 -1.5230 -2.7071 -0.37 -0.22 0.56
H 1.3696 -0.0096 -3.1094 0.20 0.81 0.50
H 1.9007 2.6137 -0.5022 -0.20 0.03 -0.29
H 2.2725 1.7854 -1.9877 -0.38 -0.39 -0.22
H 4.0380 0.4902 -0.3931 0.18 0.01 -0.18
H 3.7896 1.9458 0.5930 -0.27 -0.53 0.23
H 4.3720 2.1897 -0.9351 -0.01 -0.39 -0.59
O -3.3533 -2.2517 1.8967 0.26 0.17 0.67
H -2.4575 -2.0402 2.1824 0.18 -0.45 0.09
H -3.5070 -1.4662 1.3779 -0.52 0.19 -0.63
O -1.4314 2.3219 -3.6209 -0.16 -0.82 0.09
H -1.6191 1.3792 -3.7365 0.04 0.11 -0.68
H -1.3876 2.2990 -2.6667 0.19 0.67 0.63
O -1.7243 -2.2572 -0.3761 -1.42 0.71 0.44
H -1.3347 -3.0469 -0.0007 0.59 -0.05 -0.35
H -1.3337 -1.8710 -1.1533 0.54 -0.86 -0.31
O -0.3926 -3.5966 1.9442 -0.25 0.00 0.03
H 0.5541 -3.5044 2.0445 0.31 0.05 0.01
H -0.7335 -3.6538 2.8426 -0.05 -0.11 -0.04

Record 5
36
Properties=species:S:1:pos:R:3:forces:R:3 method="wB97M-V/def2-TZVPD" smiles="C/C=C/CN/C=C/C.O.O.O.O.O" max_force_ev_per_a=1.8 total_charge=0 e_above_lowest_kj_mol=166.6 homo_lumo_gap_ev=8.32 homo_energy_ev=-8.21 lumo_energy_ev=0.1
C -0.5066 -3.2150 -0.2487 -0.12 -0.56 0.43
C -1.5056 -2.1088 -0.1114 0.94 -0.05 0.36
C -2.0750 -1.3538 -1.0288 -1.54 -0.34 -0.09
C -3.0369 -0.2146 -0.6733 0.63 -0.27 -0.11
N -2.3527 0.8397 0.0858 -0.02 0.05 -0.95
C -1.4522 1.5861 -0.6806 -0.09 1.07 0.64
C -0.1849 1.8503 -0.3436 -0.39 -0.40 -0.20
C 0.5300 3.0501 -0.8947 1.23 -0.87 0.83
H 0.3121 -3.0158 0.4480 0.12 -0.02 -0.12
H -0.0745 -3.4419 -1.2166 -0.17 0.39 -0.34
H -0.9580 -4.1489 0.1062 0.01 0.02 0.02
H -1.6481 -1.8785 0.9437 -0.28 0.25 -0.03
H -2.0587 -1.6291 -2.0793 0.51 0.11 -0.02
H -3.9387 -0.5109 -0.1383 0.17 -0.35 0.17
H -3.3915 0.1681 -1.6308 0.01 0.51 0.15
H -1.9009 0.5203 0.9312 -0.10 -0.38 0.08
H -1.9017 2.1804 -1.4767 -0.16 -0.20 -0.04
H 0.2693 1.1383 0.3428 0.18 0.40 0.31
H 0.6084 3.8322 -0.1294 -0.92 0.42 -0.38
H 0.0751 3.2980 -1.8471 0.11 0.66 0.07
H 1.6077 2.8834 -1.0055 -0.12 -0.49 -0.66
O 0.5683 0.1627 -2.9143 0.36 -0.46 0.11
H 0.0765 0.2417 -2.0985 -0.75 0.52 0.30
H 1.2639 -0.4199 -2.5868 0.52 -0.05 -0.59
O 2.6820 -0.6951 1.5863 -0.56 -0.25 -1.73
H 3.0405 -0.6068 2.4456 0.60 0.23 1.36
H 2.4702 0.2188 1.3303 0.02 -0.18 0.54
O -0.1788 -0.4594 2.9730 -0.27 0.33 -0.08
H 0.3396 -1.2616 2.8730 0.23 -0.04 -0.08
H -0.2483 -0.2964 3.9175 -0.03 -0.13 0.11
O 3.1105 -1.0233 -1.2664 -0.33 0.23 -0.09
H 3.8167 -0.5961 -0.7782 0.42 -0.06 -0.05
H 2.3723 -0.8388 -0.6763 -0.14 -0.37 0.05
O 1.7821 1.6761 2.4902 -0.65 0.67 -0.38
H 1.5375 2.4731 1.9989 0.45 0.15 0.12
H 0.9098 1.2545 2.5424 0.15 -0.56 0.27

Record 6
46
Properties=species:S:1:pos:R:3:forces:R:3 method="wB97M-V/def2-TZVPD" max_force_ev_per_a=5.9 s_squared=8.754 total_charge=-3 homo_lumo_gap_ev="3.01 / 2.97" homo_energy_ev="3.40 / 3.41" multiplicity=6 lumo_energy_ev="6.4 / 6.4"
Mn 0.2480 0.1469 -0.3244 -0.44 1.17 2.22
S -0.6275 -1.1914 2.6967 -2.71 4.06 3.28
O -0.2839 -2.5675 2.9872 1.55 -1.86 0.15
O -2.0224 -1.0868 2.3307 -3.10 -1.53 -2.41
O -0.5941 -0.2369 3.8475 2.47 -1.97 -0.33
O 0.1187 -0.6504 1.5279 2.33 -1.15 -0.40
S -1.1467 2.4885 1.7896 -2.10 -1.03 4.49
O -0.2869 2.5143 2.9500 2.90 0.87 0.91
O -1.4767 3.8440 1.3996 -0.52 2.12 -1.74
O -0.5508 1.7327 0.6979 1.05 -0.04 -2.27
O -2.3295 1.7621 2.2959 -1.56 0.09 -1.52
B 0.6949 1.4757 -1.9387 0.37 1.03 -1.32
H -0.3509 1.2201 -1.8674 -4.01 -1.10 0.01
H 1.3798 0.6467 -1.8488 2.72 -3.56 -0.40
H 0.8169 2.0382 -2.8514 0.74 1.88 -3.76
H 0.9473 2.1225 -1.1128 0.85 2.44 2.82
C -0.2341 -2.8567 -0.8559 -0.17 -1.92 0.77
O 0.5580 -1.7971 -1.2343 1.05 1.08 -0.85
H 0.3768 -3.7592 -0.8331 0.29 -0.37 0.18
H -0.5373 -2.6495 0.1703 -0.37 -0.04 -0.06
H -1.0633 -3.1384 -1.5049 -0.35 0.74 -0.13
H 0.7203 -1.6720 -2.1721 -0.27 -0.22 -0.14
C 3.8842 -0.1234 -1.1983 0.52 0.11 0.10
C 3.6922 -0.1337 0.3035 -2.45 0.25 0.38
C 4.7090 0.6467 1.1046 0.12 0.49 0.10
O 2.3609 0.4872 0.5643 2.54 -0.96 -0.53
H 4.9155 -0.4424 -1.3496 0.38 0.41 -0.38
H 3.6389 0.8654 -1.5857 0.37 0.06 -0.10
H 3.2970 -0.8305 -1.7843 -0.41 -0.05 0.55
H 3.6820 -1.1732 0.6314 -0.20 -0.20 0.19
H 4.7066 0.4787 2.1815 -0.38 -0.55 0.02
H 4.4174 1.6950 1.0401 0.43 0.20 -0.42
H 5.7286 0.4439 0.7769 0.15 0.24 -0.23
H 2.1776 0.3244 1.4925 -0.88 -0.01 0.53
C -4.0329 -1.1674 -0.8652 -0.09 -1.39 0.17
C -2.9872 -0.1034 -1.0988 -0.24 0.93 0.34
C -3.6175 1.1686 -0.6200 0.06 1.05 0.08
O -1.7996 -0.3275 -0.3526 -1.57 -1.11 -2.14
H -3.9050 -2.0688 -1.4645 -0.08 -0.09 -0.43
H -5.0499 -0.7834 -0.9454 -0.03 0.08 -0.49
H -3.9925 -1.5519 0.1539 0.39 0.31 0.32
H -2.7624 0.0863 -2.1483 0.47 -0.65 -0.20
H -4.3735 1.5028 -1.3305 -0.41 -0.08 -0.14
H -2.8744 1.9644 -0.5696 0.03 -0.03 0.41
H -4.0612 0.9874 0.3589 0.16 0.45 0.17
H -2.1107 -0.3310 0.5556 0.39 -0.15 2.17